[1]
Computed, not measured: a structure of composition C7H28N14O7Ti, with ωB97M-V/def2-TZVPD.

Structure (XYZ):
```
57
Properties=species:S:1:pos:R:3:forces:R:3:mulliken_spin:R:1
Ti 16.4331 -11.6500 22.0878 -0.37 0.81 1.16 2.583
O 17.7645 -10.8041 17.0598 -1.30 0.39 -0.85 0.500
O 18.4612 -10.1872 21.6180 -1.47 -1.76 -1.54 -0.006
O 15.7337 -9.9874 23.7851 1.02 -1.50 -0.91 -0.001
O 14.6817 -13.1061 22.1145 1.98 3.66 1.19 0.051
O 17.4412 -13.1610 20.8983 1.75 0.40 -0.86 -0.062
O 17.1803 -12.8025 24.2860 -0.89 -0.97 -5.86 0.024
O 15.0732 -10.0969 20.8464 3.87 1.06 1.74 0.044
N 15.0396 -15.3207 21.9272 1.59 0.87 0.11 0.006
N 17.9538 -14.9223 22.0861 -1.33 -1.72 3.97 0.010
N 15.8181 -7.7655 23.4286 1.99 1.04 -0.51 0.002
N 17.3076 -13.3502 26.4145 -0.76 -2.53 0.57 0.001
N 14.0682 -8.6734 24.2378 -7.08 0.20 2.66 -0.001
N 13.5240 -11.6045 20.3617 -0.46 -3.06 1.08 0.017
N 19.1914 -14.5874 20.3995 2.26 0.66 -2.87 0.007
N 13.6508 -9.8689 19.2196 -2.09 5.86 -6.67 0.001
N 19.3954 -10.9785 18.5924 1.75 -0.04 0.69 -0.011
N 17.4405 -10.4095 19.2615 -3.06 1.52 0.31 0.690
N 17.9915 -11.4468 25.8608 2.32 4.96 -1.12 0.004
N 19.9239 -11.0650 23.2229 -0.10 -2.22 -0.81 0.017
N 19.3241 -9.0590 23.1609 0.80 9.78 3.87 0.002
N 13.0999 -14.6095 22.4919 -4.76 0.03 1.13 0.003
C 19.1797 -10.1426 22.6144 0.06 -4.02 -1.73 0.053
C 15.2257 -8.8724 23.8202 3.77 -1.35 -1.22 0.012
C 14.3166 -14.2247 22.2695 0.29 -4.65 -2.01 0.030
C 17.4990 -12.5394 25.3875 -0.38 -0.76 4.61 0.011
C 18.2160 -14.1214 21.1012 -2.51 1.01 -0.24 0.046
C 14.1851 -10.4923 20.1349 -1.43 -4.15 3.54 0.000
C 18.1840 -10.6521 18.2052 1.03 -1.34 -0.96 -0.055
H 18.2124 -10.7888 25.1271 0.02 0.52 0.59 0.012
H 20.7572 -10.6856 23.6492 0.08 -1.07 0.06 -0.005
H 12.6517 -11.8755 19.9308 0.35 0.34 -0.02 -0.003
H 19.4299 -10.9710 19.6018 1.40 -0.31 -0.09 0.007
H 13.9345 -12.2114 21.0569 -0.35 -0.26 -0.01 -0.016
H 18.0242 -11.1688 26.8313 -0.06 -0.11 -0.49 -0.001
H 17.7775 -10.4244 20.2135 0.79 -0.52 1.08 0.014
H 16.6451 -7.9677 22.8852 -0.14 1.12 0.12 0.007
H 17.6320 -13.0316 27.3163 -0.60 -1.02 0.00 -0.001
H 13.7451 -7.7640 24.5358 -0.33 -0.39 -0.27 0.000
H 18.8526 -8.2436 22.7963 0.17 -0.19 -0.15 0.004
H 13.4415 -9.4646 24.1999 -0.07 0.30 0.65 -0.001
H 20.1144 -11.2989 17.9596 -0.09 0.13 0.26 -0.001
H 18.4026 -15.8174 22.2180 0.01 0.38 0.31 0.002
H 19.7716 -12.0007 22.8744 0.84 -0.13 0.39 0.022
H 20.0582 -8.8135 23.8098 -0.28 -0.32 0.20 0.000
H 19.5535 -15.4832 20.6935 0.60 0.46 -0.84 0.000
H 13.9204 -8.8984 19.1458 -0.36 -0.03 -0.72 0.000
H 15.9806 -15.0553 21.6740 0.02 -1.08 -0.07 0.004
H 19.4474 -14.0386 19.5911 0.40 -0.86 -0.20 0.000
H 12.7981 -15.5095 22.1469 0.05 0.19 0.29 0.000
H 17.5528 -14.4329 22.8734 -0.23 -0.45 0.59 0.019
H 12.3553 -13.9287 22.5389 0.18 0.01 0.23 0.000
H 15.2998 -6.9136 23.5887 0.94 0.22 -0.86 0.000
H 14.6907 -16.2591 22.0604 0.56 0.28 -0.01 0.000
H 16.4488 -10.2239 19.3077 -0.68 0.15 -0.64 -0.039
H 16.6971 -14.1176 26.1728 0.20 -0.22 1.12 -0.002
H 13.0567 -10.3424 18.5541 0.04 0.70 0.06 0.000
```
Positions in Å, forces in eV/Å.

Results
Total charge ... +2
⟨S²⟩ ... 6.029
LUMO level (alpha / beta) ... -4.45 / -9.66 eV
HOMO level (alpha / beta) ... -8.84 / -14.73 eV
Maximum force ... 10.5 eV/Å
Relative energy (zero: lowest compared OMol25 entry of this formula, charge and spin) ... 13.2 kcal/mol
2S+1 ... 5
Gap between HOMO and LUMO (alpha / beta) ... 4.39 / 5.07 eV

***

[2]
Computed, not measured: the molecule C15H15N5O3S, with ωB97M-V/def2-TZVPD.

Structure (XYZ):
```
39
Properties=species:S:1:pos:R:3:forces:R:3:nbo_charge:R:1
S 0.3214 -2.0261 -0.4109 0.01 -0.45 0.02 0.322
O -2.3579 -0.0863 5.5514 -0.26 -0.43 -0.08 -0.392
O 2.0402 2.1002 -5.7273 -0.12 -0.28 -0.10 -0.502
O -1.4380 -3.3551 2.4459 -0.16 -0.44 0.07 -0.620
N 0.6915 0.5392 -1.3853 -0.28 -0.80 1.64 -0.227
N 0.8227 1.7669 -0.8506 0.08 0.82 -0.82 -0.060
N 0.5310 0.4100 0.7736 -0.04 -0.97 -0.19 -0.380
N -1.1442 -1.1085 2.4212 -0.11 0.40 0.18 -0.627
N 0.7239 1.6656 0.4011 0.18 0.88 0.34 -0.037
C -1.2129 1.8182 5.6067 -0.25 -0.28 0.43 -0.310
C 2.5495 3.2949 -5.1784 0.10 0.22 0.10 -0.257
C -1.9064 0.9057 6.3374 0.43 0.77 0.16 0.081
C 0.2612 -0.8087 -3.3654 0.03 0.15 0.36 -0.285
C -1.2459 1.3515 4.2694 -0.37 -0.58 -0.07 -0.315
C 0.5065 -2.4768 1.3469 -0.11 0.11 -0.17 -0.606
C -2.3154 -0.7662 3.1990 -0.23 -0.15 0.15 -0.271
C 0.9763 0.0335 -5.5017 0.06 0.13 -0.03 -0.276
C 0.7721 0.3326 -2.7691 0.05 -0.08 -0.98 0.225
C 0.5053 -0.3131 -0.3347 0.17 0.47 -0.17 0.175
C -1.9583 0.1875 4.2927 0.40 0.51 -0.57 0.267
C 0.3765 -0.9456 -4.7405 0.11 0.14 -0.09 -0.171
C -0.8039 -2.3721 2.1314 0.35 0.22 -0.20 0.659
C 1.3756 1.3372 -3.5208 0.15 0.17 -0.12 -0.367
C 1.4776 1.1919 -4.8979 -0.16 -0.27 0.15 0.405
H 2.9305 3.8660 -6.0231 -0.02 -0.01 0.10 0.205
H 0.8252 -3.5187 1.3298 -0.04 0.10 0.03 0.261
H -0.2265 -1.5710 -2.7813 -0.09 -0.04 -0.03 0.227
H -0.0144 -1.8306 -5.2173 -0.04 -0.08 -0.06 0.223
H -2.7185 -1.6884 3.6255 -0.02 0.15 -0.09 0.254
H -2.1424 0.8499 7.3813 -0.08 -0.10 0.12 0.202
H 1.0685 -0.0658 -6.5710 0.00 -0.02 -0.14 0.228
H -0.7392 2.7086 5.9656 0.08 0.17 0.16 0.228
H -0.7994 1.8183 3.4148 0.08 0.06 -0.25 0.231
H -0.5497 -0.3463 2.0985 -0.02 -0.30 0.06 0.436
H 3.3658 3.0972 -4.4772 -0.04 0.00 -0.01 0.180
H 1.7435 2.2084 -3.0048 0.05 0.06 -0.04 0.250
H 1.2817 -1.8414 1.7714 0.04 -0.07 0.03 0.254
H 1.7667 3.8696 -4.6747 0.03 -0.03 -0.01 0.182
H -3.0741 -0.3199 2.5409 0.04 -0.13 0.16 0.208
```
Positions in Å, forces in eV/Å.

Results
SMILES ... COc1cccc(-n2nnnc2SCC(=O)NCc2ccco2)c1
LUMO level ... 0.25 eV
HOMO level ... -8.55 eV
Maximum force ... 1.8 eV/Å
Relative energy (zero: lowest compared OMol25 entry of this formula, charge and spin) ... 28.3 kcal/mol
Gap between HOMO and LUMO ... 8.79 eV